# 1
{
  "formula": "C37H83F3N4O5",
  "method": "ωB97M-V/def2-TZVPD",
  "species": ["C", "C", "O", "C", "O", "C", "F", "F", "F", "H", "H", "H", "H", "H", "C", "C", "N", "C", "C", "C", "C", "H", "H", "H", "H", "H", "H", "H", "H", "H", "H", "H", "H", "H", "H", "H", "C", "C", "N", "C", "C", "C", "C", "H", "H", "H", "H", "H", "H", "H", "H", "H", "H", "H", "H", "H", "H", "H", "C", "C", "N", "C", "C", "C", "C", "H", "H", "H", "H", "H", "H", "H", "H", "H", "H", "H", "H", "H", "H", "H", "C", "C", "N", "C", "C", "C", "C", "H", "H", "H", "H", "H", "H", "H", "H", "H", "H", "H", "H", "H", "H", "H", "C", "C", "C", "O", "H", "H", "H", "H", "H", "H", "C", "C", "C", "O", "H", "H", "H", "H", "H", "H", "C", "C", "C", "O", "H", "H", "H", "H", "H", "H"],
  "xyz": [[-0.2425, -2.6055, -0.9380], [-0.0625, -1.0768, -1.1344], [-0.7332, -0.4303, -0.0686], [-1.4353, 0.7612, -0.2647], [-1.5381, 1.3859, -1.3209], [-2.0858, 1.2816, 1.0620], [-3.3903, 1.3732, 0.9776], [-1.8653, 0.4967, 2.0677], [-1.5583, 2.4802, 1.3278], [-1.2462, -3.0286, -0.8971], [0.1943, -2.8564, 0.0286], [0.2923, -3.1342, -1.7271], [-0.5196, -0.8432, -2.0960], [1.0042, -0.8544, -1.1615], [4.3238, 3.4906, 2.6391], [3.4712, 2.3825, 1.9111], [2.2515, 2.0557, 2.6505], [1.5152, 0.9704, 1.9794], [2.3375, -0.3348, 1.8201], [1.3718, 3.2292, 2.7096], [0.3296, 3.2197, 3.8032], [5.3019, 3.4164, 2.1638], [4.5847, 3.1673, 3.6469], [3.9832, 4.5252, 2.5996], [3.3407, 2.6555, 0.8640], [4.0796, 1.4801, 1.8520], [0.5719, 0.7623, 2.4845], [1.2668, 1.2884, 0.9669], [1.5673, -1.0182, 1.4627], [3.0991, -0.2998, 1.0411], [2.8017, -0.6647, 2.7495], [0.8741, 3.4904, 1.7757], [1.9446, 4.0829, 3.0718], [0.8052, 3.0418, 4.7678], [-0.3878, 2.4157, 3.6391], [-0.0677, 4.2293, 3.9084], [4.1427, -3.0669, -0.4936], [3.7158, -3.0309, -1.9872], [3.2858, -1.6913, -2.4208], [4.2113, -0.6126, -2.0710], [5.6825, -0.8360, -2.5244], [2.9444, -1.5955, -3.8468], [1.8893, -2.6307, -4.2830], [3.3654, -2.6308, 0.1338], [5.0422, -2.5213, -0.2087], [4.2009, -4.1009, -0.1539], [4.5876, -3.4633, -2.4783], [2.8603, -3.7016, -2.0667], [3.9682, 0.3929, -2.4144], [4.1563, -0.5044, -0.9878], [5.6398, -1.1035, -3.5802], [6.1826, 0.1069, -2.3033], [6.1681, -1.6761, -2.0278], [3.8654, -1.7852, -4.3981], [2.6265, -0.5740, -4.0555], [0.8452, -2.5278, -3.9874], [2.1595, -3.6734, -4.1162], [1.7654, -2.5759, -5.3646], [-3.8710, 2.4005, 4.4617], [-5.3773, 2.1593, 4.1368], [-5.7051, 0.7210, 4.3360], [-5.0879, -0.2294, 3.4004], [-5.2421, -1.6602, 3.9416], [-7.1847, 0.6295, 4.4830], [-7.5687, 0.9736, 5.9319], [-3.7547, 2.1524, 5.5167], [-3.6240, 3.4597, 4.3897], [-3.1794, 1.7738, 3.8987], [-5.9827, 2.7839, 4.7936], [-5.6446, 2.4195, 3.1126], [-5.5636, -0.1737, 2.4213], [-4.0314, 0.0135, 3.2867], [-4.8496, -1.7536, 4.9542], [-6.2791, -1.9954, 3.9238], [-4.7398, -2.4209, 3.3440], [-7.5082, -0.3926, 4.2864], [-7.7044, 1.2508, 3.7537], [-7.4278, 2.0266, 6.1758], [-7.0323, 0.3613, 6.6568], [-8.6418, 0.8398, 6.0686], [2.9604, 5.9661, -2.8492], [1.5178, 5.6503, -3.0662], [1.2514, 4.1988, -3.1105], [1.5374, 3.4961, -1.8400], [1.7657, 1.9641, -2.1492], [-0.2160, 4.0738, -3.3663], [-0.5300, 4.3148, -4.8193], [3.3693, 5.8995, -1.8410], [3.2305, 6.9640, -3.1944], [3.5726, 5.2447, -3.3905], [0.9112, 6.1236, -2.2942], [1.3083, 6.1142, -4.0301], [2.3925, 3.8985, -1.2968], [0.6761, 3.5844, -1.1780], [2.3700, 1.5207, -1.3578], [0.8437, 1.4675, -2.4512], [2.3790, 1.9407, -3.0500], [-0.8730, 4.6865, -2.7490], [-0.5463, 3.0567, -3.1556], [-0.5487, 5.3679, -5.0999], [-1.5173, 3.9289, -5.0732], [0.1861, 3.7537, -5.4196], [0.1006, -6.0607, -1.2625], [1.3036, -5.9023, -0.2941], [2.6451, -6.4698, -0.8354], [1.2989, -5.3237, 0.7700], [0.0397, -7.0662, -1.6788], [0.2509, -5.4002, -2.1165], [-0.8384, -5.7565, -0.8002], [2.5746, -7.4681, -1.2673], [3.3423, -6.6039, -0.0083], [3.0362, -5.8344, -1.6300], [-2.5551, 0.9155, -4.5156], [-1.7205, -0.3118, -4.4479], [-2.3382, -1.6318, -4.1161], [-0.5315, -0.1668, -4.6927], [-3.4987, 0.6300, -4.9806], [-2.0625, 1.7183, -5.0641], [-2.6858, 1.3845, -3.5404], [-1.4253, -2.2243, -4.0553], [-2.9296, -2.0542, -4.9284], [-2.9234, -1.7383, -3.2027], [-1.8988, -4.8094, 2.1822], [-0.9020, -4.3598, 3.2245], [-0.3021, -2.9912, 3.0460], [-0.6313, -5.0999, 4.1567], [-2.2271, -5.7999, 2.4975], [-1.3777, -4.8608, 1.2262], [-2.7710, -4.1563, 2.2100], [-0.1938, -2.5223, 4.0240], [-0.9346, -2.3858, 2.3967], [0.6310, -2.9376, 2.4852]],
  "relative_energy_kj_mol": 162.1,
  "homo_lumo_gap_ev": 8.6,
  "multiplicity": 1,
  "energy_ha": -2354.2745
}



# 2
{
  "formula": "C37H83N5O13P3",
  "method": "ωB97M-V/def2-TZVPD",
  "species": ["C", "C", "C", "O", "C", "C", "C", "C", "C", "C", "C", "C", "C", "C", "C", "C", "N", "N", "C", "P", "P", "O", "O", "O", "C", "P", "O", "N", "C", "C", "N", "C", "C", "N", "H", "H", "H", "H", "H", "H", "H", "H", "H", "H", "H", "H", "H", "H", "H", "H", "H", "H", "H", "H", "H", "H", "H", "H", "H", "H", "H", "H", "H", "H", "H", "H", "H", "H", "H", "H", "H", "H", "H", "H", "H", "H", "H", "H", "H", "H", "H", "H", "H", "H", "H", "O", "C", "O", "C", "C", "C", "H", "H", "H", "H", "H", "H", "H", "H", "O", "C", "O", "C", "C", "C", "H", "H", "H", "H", "H", "H", "H", "H", "O", "C", "O", "C", "C", "C", "H", "H", "H", "H", "H", "H", "H", "H", "O", "C", "O", "C", "C", "C", "H", "H", "H", "H", "H", "H", "H", "H"],
  "xyz": [[-0.3165, 3.1889, 2.7984], [0.1097, 1.6710, 3.0595], [0.2957, 0.9238, 1.6890], [-0.8340, 1.1459, 0.8391], [-1.3380, -0.1161, 0.4218], [-2.3718, -0.1182, -0.7615], [-3.2570, 1.1724, -0.7563], [-3.7422, 1.8235, 0.5942], [-3.0291, 3.2467, 0.7297], [-5.2888, 2.2443, 0.5852], [-1.4799, -0.0255, -2.0897], [-0.3611, 1.0558, -2.0668], [0.5430, 0.9643, -3.3827], [1.9912, 0.4709, -2.9691], [2.0366, -1.0660, -2.6515], [2.4015, -1.4417, -1.1582], [3.3249, -0.5298, -0.4669], [-2.3835, 0.3341, -3.1995], [-3.5429, -0.6015, -3.3458], [-3.4689, -1.3839, -5.0872], [-3.8349, 0.1619, -6.5672], [-4.2983, -0.5579, -7.8135], [-2.3738, 0.9253, -6.9883], [-4.9860, 1.2886, -6.0845], [-3.4662, -1.8108, -2.2883], [-4.9660, -2.8164, -2.7558], [-6.0983, -1.9388, -3.3057], [-3.1697, -1.4398, -0.8814], [-2.2494, -2.5659, -0.3729], [-2.6766, -4.0398, -0.6568], [-2.0311, -4.6436, -1.8632], [-4.2805, -1.4742, 0.1206], [-5.6971, -0.9371, -0.2317], [-6.7030, -2.0544, -0.2802], [-0.1980, 3.4727, 1.7316], [-1.3612, 3.2950, 3.1557], [0.2919, 3.8714, 3.4427], [-0.7118, 1.1929, 3.6471], [1.0592, 1.7231, 3.6436], [1.2608, 1.2526, 1.2263], [0.4183, -0.1602, 1.9383], [-0.4340, -0.6878, 0.0727], [-1.7641, -0.5715, 1.3602], [-2.7154, 1.9805, -1.3050], [-4.1921, 1.0496, -1.3640], [-3.4865, 1.2116, 1.4906], [-3.0328, 3.5340, 1.8002], [-2.0145, 3.2525, 0.2666], [-3.6010, 4.0335, 0.1756], [-5.7516, 1.6630, 1.4287], [-5.4377, 3.3096, 0.8487], [-5.8079, 1.9468, -0.3503], [-0.9207, -0.9890, -2.2773], [-0.7635, 2.0973, -2.0613], [0.3870, 0.9251, -1.2462], [0.5642, 1.9139, -3.9561], [0.1617, 0.1643, -4.0759], [2.3090, 1.1313, -2.1336], [2.6864, 0.6427, -3.8301], [2.7164, -1.6432, -3.3177], [1.0079, -1.4842, -2.8371], [2.9233, -2.4282, -1.2072], [1.5013, -1.6284, -0.5106], [2.7447, 0.2418, -0.1345], [4.0710, -0.1949, -1.0666], [-1.9099, 0.3090, -4.0964], [-4.4695, 0.0072, -3.2203], [-2.1264, -1.8557, -5.2032], [-2.5290, 1.8786, -6.9106], [-4.4907, 2.0811, -5.8222], [-2.5949, -2.3746, -2.7250], [-4.5929, -3.6952, -3.8299], [-5.5251, -3.6312, -1.7387], [-2.2859, -2.5286, 0.7415], [-1.2190, -2.4709, -0.7740], [-2.2705, -4.6609, 0.1870], [-3.7725, -4.2459, -0.6128], [-2.7399, -5.1374, -2.3955], [-1.3048, -5.2843, -1.5630], [-4.4680, -2.4813, 0.5765], [-3.9232, -0.8847, 1.0022], [-5.8029, -0.3972, -1.1949], [-6.0502, -0.3358, 0.6442], [-6.6218, -2.5744, 0.5947], [-7.6290, -1.6429, -0.3558], [5.0945, -2.3167, -1.7285], [5.9655, -2.9396, -1.1707], [6.7918, -3.7071, -1.8866], [7.9615, -4.3396, -1.3465], [7.6194, -5.6627, -0.6927], [6.0787, -2.9318, 0.3267], [8.4938, -3.6649, -0.6734], [8.6238, -4.5154, -2.1946], [6.9434, -5.5322, 0.1539], [8.5233, -6.1600, -0.3387], [7.1135, -6.3168, -1.4054], [5.3805, -3.6569, 0.7453], [5.8174, -1.9350, 0.6839], [7.0805, -3.1395, 0.6946], [-5.0904, 6.1938, 0.7807], [-4.7113, 7.0997, 0.0850], [-3.5667, 6.9699, -0.6039], [-3.1187, 7.9066, -1.5925], [-2.3702, 9.0605, -0.9580], [-5.4519, 8.4073, 0.0445], [-3.9485, 8.2389, -2.2191], [-2.4422, 7.3529, -2.2441], [-3.0089, 9.6324, -0.2839], [-1.9845, 9.7349, -1.7236], [-1.5343, 8.6882, -0.3632], [-5.1472, 9.0158, 0.8962], [-6.5188, 8.2003, 0.1164], [-5.3071, 8.9697, -0.8753], [5.7129, -5.4558, 2.4733], [5.1524, -4.9748, 3.4265], [5.8750, -4.5103, 4.4503], [5.3254, -3.7589, 5.5447], [4.7704, -4.6760, 6.6154], [3.6516, -4.9676, 3.5220], [4.5921, -3.0333, 5.1908], [6.1534, -3.1829, 5.9573], [3.9469, -5.2844, 6.2377], [4.4100, -4.0967, 7.4662], [5.5419, -5.3666, 6.9609], [3.3136, -5.9361, 3.8915], [3.2443, -4.8028, 2.5244], [3.2534, -4.1763, 4.1540], [3.8785, -0.9014, 4.7916], [4.2466, 0.0198, 4.1075], [4.9124, 1.0363, 4.6708], [5.5466, 2.0846, 3.9280], [4.5639, 3.1844, 3.5815], [3.8921, 0.0867, 2.6476], [6.0577, 1.6863, 3.0495], [6.3219, 2.4863, 4.5804], [3.7597, 2.8184, 2.9405], [5.0697, 4.0031, 3.0680], [4.0957, 3.5729, 4.4877], [2.8850, 0.4918, 2.5460], [3.9141, -0.9224, 2.2401], [4.5838, 0.6738, 2.0477]],
  "homo_lumo_gap_ev": 8.9,
  "total_charge": 1,
  "multiplicity": 1,
  "energy_ha": -3735.2273
}